1.
Density functional theory data (wB97M-V/def2-TZVPD) for a molecular structure, C17H20F3O3Pd.

energy relative to the best compared isomer or geometry (same formula, charge and spin): 0.0 kcal per mole
frontier orbital gap (spin up / spin down): 0.1905 / 0.2092 hartree
net charge: -1
multiplicity: 5

XYZ file:
```
44
Properties=species:S:1:pos:R:3:forces:R:3
Pd 0.15068 0.16551 1.51664 0.78 -3.33 0.36
C 2.14617 0.74331 2.54476 -0.14 -0.38 -0.12
C 2.37907 -0.14980 1.45340 0.78 0.50 -0.33
C 2.12835 0.57313 0.23098 0.65 0.36 0.92
H 2.77902 -1.15935 1.54750 -0.40 0.34 -0.11
C 1.65582 1.86348 0.59236 1.18 0.40 0.08
C 1.66077 1.97031 2.01793 0.94 0.30 -0.47
H 1.40175 2.83793 2.62065 -0.06 -0.26 -0.29
H 2.25882 0.49033 3.59726 -0.12 0.07 -0.34
H 2.37009 0.22587 -0.76826 -0.34 0.10 0.32
H 1.40687 2.66034 -0.11493 -0.01 -0.50 0.40
C -2.02934 0.56033 1.94764 0.04 1.14 -1.23
C -1.37055 1.79395 2.30535 -0.61 -1.00 -0.98
C -0.96505 2.44327 1.08622 -2.32 -0.59 -1.46
H -1.20974 2.12303 3.31447 -0.03 0.20 0.14
C -1.31348 1.59779 -0.01911 -0.63 2.05 1.55
C -1.98748 0.44499 0.50606 -0.47 0.75 1.67
H -2.50445 -0.32281 -0.03531 0.28 -0.16 -0.21
H -2.50124 -0.13121 2.61409 0.04 -0.25 0.23
H -0.60345 3.45394 1.03568 0.42 -0.02 -0.10
H -1.21233 1.83670 -1.06688 0.19 -0.08 0.04
O -0.43400 -1.52399 0.08579 -0.08 -0.05 0.57
C -0.17965 0.27693 -4.57421 0.79 -3.04 3.47
C 0.39498 -0.92292 -4.12889 -1.41 2.60 -0.28
C 0.60537 1.50236 -4.21726 0.22 0.56 -0.34
C -1.69502 0.36418 -4.45715 -0.57 -0.12 -0.42
C 0.18277 -1.59728 -1.04512 1.61 1.15 -1.18
H 1.33886 -0.95882 -3.61615 0.85 0.37 -0.65
H -0.14887 -1.79653 -3.81465 -0.71 -0.19 -0.79
H 0.00047 -2.32647 -1.80679 -0.69 -0.96 0.10
H 1.06941 -0.98504 -1.32700 -0.81 -0.31 0.53
H 0.56197 2.29743 -4.95010 0.00 0.23 -0.46
H 1.65085 1.25214 -4.05480 0.09 0.03 -0.02
H 0.22958 1.97485 -3.29526 -0.07 -0.41 -0.08
H -2.25965 0.19307 -5.36825 0.10 -0.07 -0.45
H -2.07535 1.32579 -4.09326 0.52 0.07 -0.02
H -2.06993 -0.37817 -3.74462 0.22 0.02 -0.06
F -0.53834 -4.15462 5.29687 0.03 -0.51 -0.70
C -0.35534 -3.85997 3.99025 0.22 1.26 -0.54
F 0.65130 -4.63153 3.50541 -0.57 0.10 0.40
F -1.49334 -4.20233 3.30813 0.65 -0.08 0.57
C -0.07710 -2.26423 3.83354 0.21 -1.38 -0.72
O -0.47361 -1.65670 4.81361 0.04 0.94 -0.18
O 0.47436 -1.94915 2.73342 -0.79 0.16 1.19
```
Positions in Å, forces in eV/Å.



2.
Density functional theory data (wB97M-V/def2-TZVPD) for a single C17H20FNO3 molecule.

energy relative to the best compared isomer or geometry (same formula, charge and spin): 0.0 kcal per mole
frontier orbital gap: 0.3674 hartree
SMILES: O=C(O)[C@@H]1[C@@H]2CC[C@@H](C2)[C@H]1C(=O)NCCc1ccc(F)cc1
net charge: 0

XYZ file:
```
42
Properties=species:S:1:pos:R:3:forces:R:3
O 0.45306 -4.04427 -0.39138 0.03 -0.13 0.14
C 0.18332 -3.01970 -0.95765 0.00 -0.07 0.18
O -0.33688 -2.99634 -2.19151 -0.25 0.18 -0.64
C 0.39421 -1.62601 -0.42818 -0.08 -0.08 -0.13
C 1.84356 -1.11493 -0.57595 0.06 -0.04 -0.30
C 2.80910 -2.06621 0.13937 0.13 -0.14 -0.17
C 2.54260 -1.78544 1.63201 0.00 0.00 0.16
C 1.40090 -0.76162 1.59011 0.02 0.02 0.28
C 1.81103 0.07927 0.37723 -0.02 0.08 -0.05
C 0.14763 -1.50415 1.09800 -0.24 -0.15 0.09
C -1.21315 -0.86292 1.33603 0.64 0.06 0.18
O -2.24186 -1.49658 1.22399 -0.41 -0.24 -0.17
N -1.20306 0.44808 1.67135 0.04 0.28 0.20
C -2.42365 1.21994 1.75249 -0.24 -0.15 -0.15
C -2.98199 1.56372 0.35751 0.09 -0.03 0.20
C -1.88765 2.02606 -0.56219 -0.16 -0.02 -0.06
C -1.52467 1.25838 -1.66248 -0.03 0.17 0.11
C -0.47334 1.63382 -2.48081 0.23 0.18 -0.07
C 0.21510 2.79479 -2.18350 -0.09 -0.08 0.05
F 1.25095 3.16525 -2.96639 -0.07 -0.02 0.05
C -0.12827 3.58847 -1.10370 0.18 -0.01 -0.16
C -1.18170 3.19561 -0.29849 -0.03 -0.14 -0.11
H -0.46861 -3.89979 -2.52082 0.15 0.04 0.29
H -0.27067 -0.96380 -0.98855 0.10 -0.02 0.10
H 2.11095 -0.90331 -1.60988 0.00 0.03 -0.02
H 2.62094 -3.10634 -0.11573 0.09 -0.01 -0.03
H 3.83834 -1.83164 -0.13222 0.01 0.00 -0.02
H 2.26159 -2.68541 2.17533 -0.01 -0.03 0.07
H 3.42082 -1.35721 2.11648 0.00 0.00 0.03
H 1.26445 -0.23860 2.53619 -0.02 0.02 0.00
H 1.08788 0.83609 0.07453 -0.07 0.09 -0.05
H 2.78715 0.54559 0.50022 0.07 0.05 0.00
H 0.09409 -2.50767 1.53008 -0.05 0.13 0.01
H -0.34131 0.96291 1.61437 0.03 -0.13 0.01
H -2.20889 2.12709 2.31972 -0.03 -0.05 0.00
H -3.16240 0.62349 2.29251 0.06 0.16 0.04
H -3.74579 2.33574 0.46670 -0.08 -0.03 -0.02
H -3.44809 0.66931 -0.05561 -0.05 0.04 0.01
H -2.07509 0.35585 -1.88501 -0.06 -0.11 0.00
H -0.18525 1.03953 -3.33341 0.06 -0.05 -0.11
H 0.42470 4.49319 -0.90606 0.07 0.09 -0.01
H -1.46006 3.80977 0.54532 -0.03 0.09 0.11
```
Positions in Å, forces in eV/Å.



3.
Density functional theory data (wB97M-V/def2-TZVPD) for a gas-phase ion, C17H20IN2O2S (charge +1).

energy relative to the best compared isomer or geometry (same formula, charge and spin): 24.4 kcal per mole
frontier orbital gap: 0.2599 hartree
SMILES: O=C(Oc1ccccn1)c1cc[nH+]c(CCCS)c1CCCI
net charge: +1

XYZ file:
```
43
Properties=species:S:1:pos:R:3:forces:R:3
O 0.84644 -1.48366 2.22208 -0.26 1.10 -0.24
C 0.02733 -0.60765 2.32276 0.45 -1.48 0.89
O -0.70118 -0.54629 3.50141 -0.55 0.51 -1.48
C -2.07165 -0.86626 3.27065 1.35 0.44 0.48
C -2.32064 -2.05933 2.60202 -0.66 -0.76 -0.54
C -3.65223 -2.41821 2.30508 0.35 1.60 0.92
C -4.60173 -1.49341 2.78752 0.41 -0.89 -0.51
C -4.17000 -0.36493 3.47470 -1.50 1.15 0.70
N -2.91589 0.03902 3.74401 -0.44 -2.03 -1.08
C -0.26382 0.39733 1.21768 -0.43 1.04 -0.71
C -1.31106 1.34409 1.35001 0.18 -0.18 0.21
C -1.59373 2.22188 0.33301 -0.57 0.35 0.20
N -0.86372 2.23551 -0.79713 0.22 -0.58 0.67
C 0.16839 1.39083 -0.96935 0.72 0.59 -0.78
C 0.93261 1.55388 -2.28470 -0.45 -0.84 -0.08
C 0.35379 0.50755 -3.32040 0.45 -0.14 0.21
C 1.45340 -0.25811 -4.12441 0.00 -0.20 0.21
S 1.43143 -2.06173 -3.71218 0.20 -0.17 -0.12
C 0.48879 0.43808 0.01525 0.14 -0.64 0.33
C 1.65354 -0.50319 -0.24481 0.50 0.13 -0.33
C 2.99758 -0.02811 0.43390 -0.09 -0.61 -0.35
C 4.09695 0.34952 -0.60619 -0.03 -0.45 0.24
I 4.86454 2.34726 -0.33792 -0.18 -0.42 -0.14
H -1.49576 -2.71308 2.30908 -0.20 0.32 0.20
H -3.92843 -3.31935 1.75794 0.18 0.26 0.22
H -5.66863 -1.66127 2.62621 0.37 0.18 0.16
H -4.95540 0.30342 3.85862 0.40 -0.24 -0.19
H -1.93252 1.42455 2.24432 0.36 -0.20 -0.22
H -2.41648 2.93702 0.40401 0.37 -0.23 -0.07
H -1.07336 2.90935 -1.52840 0.04 -0.10 0.13
H 0.85062 2.57704 -2.68198 0.03 -0.27 0.33
H 1.99633 1.33302 -2.11761 -0.43 0.31 0.02
H -0.19948 -0.25065 -2.73919 0.09 0.30 -0.39
H -0.36222 0.97698 -4.01267 0.27 -0.01 0.31
H 1.25594 -0.23091 -5.20832 0.01 -0.01 0.49
H 2.46961 0.14521 -3.98996 -0.43 -0.08 0.04
H 2.44435 -2.25618 -2.82195 -0.28 0.57 -0.41
H 1.39616 -1.52771 0.06107 0.07 0.58 0.06
H 1.87243 -0.58361 -1.32141 -0.47 0.16 0.39
H 2.83269 0.79256 1.14556 0.00 -0.35 -0.19
H 3.37232 -0.90545 0.98468 -0.12 0.53 0.07
H 3.75871 0.27294 -1.65000 0.06 0.16 0.41
H 4.93397 -0.35795 -0.50299 -0.14 0.59 -0.06
```
Positions in Å, forces in eV/Å.



4.
Density functional theory data (wB97M-V/def2-TZVPD) for a molecular structure, C17H20IN8OPdSbSe4.

energy relative to the best compared isomer or geometry (same formula, charge and spin): 16.6 kcal per mole
frontier orbital gap: 0.1581 hartree
net charge: -2

XYZ file:
```
53
Properties=species:S:1:pos:R:3:forces:R:3
Pd -0.50978 0.43150 0.67712 -0.40 -0.14 -0.18
N 1.55634 -0.98276 -2.45047 -0.16 0.10 -0.07
C 1.71917 -0.72527 -1.14719 0.16 0.08 0.19
O 2.27785 0.30955 -0.74840 -0.01 -0.01 -0.04
C 1.26410 -1.79414 -0.18446 0.05 -0.06 -0.04
C 0.57606 -1.22628 1.05410 -0.15 -0.15 -0.03
H 1.75058 -0.22659 -3.08639 0.06 -0.01 -0.01
H 0.89045 -1.70049 -2.75660 0.02 -0.08 -0.01
H 2.18772 -2.33129 0.07779 -0.05 -0.09 0.03
H 0.60552 -2.49519 -0.69911 -0.02 0.05 -0.05
H 1.31238 -0.96864 1.83346 -0.02 0.07 -0.01
H -0.09072 -1.97540 1.47814 0.09 -0.08 0.02
I 2.15235 5.96429 0.76310 0.00 0.02 -0.02
C 1.78411 4.02703 1.36146 -0.01 -0.01 -0.09
C 1.77512 2.90020 0.57514 -0.18 0.01 0.12
N 1.45656 1.88633 1.40270 0.27 0.03 -0.07
N 1.28938 2.27315 2.67531 -0.03 0.03 0.08
C 1.47340 3.58184 2.66062 -0.04 -0.06 -0.02
H 1.94091 2.71522 -0.47112 0.07 0.02 0.00
H 1.50140 0.89868 1.11949 0.33 0.05 0.05
H 1.37753 4.16344 3.56308 0.00 -0.01 0.01
C -1.13391 2.05724 -2.21410 -0.01 -0.02 0.01
C -1.94941 2.46043 -1.03812 0.02 -0.01 0.16
N -1.63721 2.24614 0.22299 -0.17 0.15 -0.16
C -2.65477 2.77929 0.97972 0.00 -0.09 0.00
C -3.59518 3.32122 0.16892 -0.03 0.08 0.00
N -3.13448 3.11816 -1.11757 0.02 -0.05 -0.07
C -3.79858 3.51488 -2.33403 0.00 0.04 -0.03
N -5.15873 3.06097 -2.40130 0.03 -0.05 -0.02
N -6.16488 3.95972 -2.49563 -0.02 0.03 0.01
N -7.26526 3.34171 -2.70883 0.01 0.00 -0.01
C -7.00116 1.98882 -2.77784 0.04 0.00 0.02
C -7.84454 0.89727 -3.02256 0.01 -0.04 -0.01
C -7.25719 -0.34448 -3.05985 -0.01 0.03 0.00
C -5.87153 -0.52573 -2.83953 -0.03 -0.06 0.04
C -5.03281 0.53161 -2.58100 0.02 -0.01 -0.04
C -5.63594 1.79271 -2.57863 -0.07 0.08 0.03
H -0.24077 1.55666 -1.84462 0.02 0.00 0.00
H -0.85086 2.92317 -2.82054 -0.01 -0.02 0.00
H -1.66794 1.32696 -2.82527 0.00 -0.01 -0.01
H -2.65194 2.69890 2.05282 0.00 -0.01 0.00
H -4.54253 3.79386 0.36049 0.01 0.01 0.01
H -3.23577 3.09528 -3.16684 0.03 0.03 0.01
H -3.83438 4.60023 -2.42776 -0.03 -0.01 0.00
H -8.90562 1.03760 -3.18207 0.00 0.01 0.00
H -7.85882 -1.22178 -3.25942 0.01 -0.01 0.00
H -5.46905 -1.53224 -2.87074 -0.05 0.02 -0.01
H -3.98340 0.36784 -2.35344 -0.04 0.03 0.02
Se -0.51605 -3.47531 -3.51053 0.12 -0.16 -0.08
Sb -2.62943 -2.42304 -2.96232 -0.26 -0.19 0.00
Se -2.17814 -0.93197 -0.43064 0.08 0.14 0.20
Se -4.37209 -4.34613 -2.44853 0.26 0.33 -0.12
Se -4.55138 -3.69429 -4.73062 0.07 0.00 0.16
```
Positions in Å, forces in eV/Å.



5.
Density functional theory data (wB97M-V/def2-TZVPD) for a single C17H20N2OS molecule.

energy relative to the best compared isomer or geometry (same formula, charge and spin): 75.7 kcal per mole
frontier orbital gap: 0.2758 hartree
SMILES: OCCCn1c(-c2ccccc2)nc(=S)c2c1CCCC2
net charge: 0

XYZ file:
```
41
Properties=species:S:1:pos:R:3:forces:R:3
O -1.84769 2.61329 -2.16722 0.09 0.12 -1.53
C -1.88098 1.78383 -1.01607 1.65 -1.78 -2.10
C -0.89772 2.23602 0.03316 -2.25 -0.49 1.76
C -0.73274 1.12039 1.08788 1.84 1.11 -0.66
N 0.06069 0.08689 0.35190 -0.83 -1.14 2.26
C -0.46074 -1.16380 -0.01417 -0.46 1.70 -0.45
C -1.65812 -1.81586 0.65302 1.58 0.75 0.34
C -1.49750 -2.09779 2.03931 -2.28 -1.18 0.25
C -2.53428 -2.80585 2.70087 -1.71 0.76 -3.63
C -3.73143 -3.14453 1.96909 2.05 0.15 0.63
C -3.78364 -2.86361 0.59368 -1.23 -0.45 0.32
C -2.76461 -2.22223 -0.11646 -0.38 -0.23 0.38
N 0.00781 -1.74688 -1.04803 -0.38 -0.86 0.20
C 1.08285 -1.24493 -1.69659 2.26 -0.27 -1.30
S 1.72794 -2.08207 -2.96954 -0.37 -0.27 -0.56
C 1.88429 -0.13633 -1.18143 -1.79 -0.21 1.40
C 1.34652 0.44403 -0.05707 0.75 -0.81 -2.49
C 2.19715 1.36635 0.70641 0.15 1.33 1.19
C 3.67129 1.43017 0.31205 1.56 -1.19 -0.01
C 3.78918 1.46925 -1.20475 0.91 0.52 1.00
C 3.25926 0.17169 -1.71786 -0.76 -0.79 -0.68
H -1.84232 2.11519 -3.03439 -0.03 0.60 1.90
H -2.86791 1.77615 -0.63228 -1.10 -0.20 0.55
H -1.58753 0.73542 -1.37622 -0.58 1.14 0.78
H -1.32507 3.05455 0.58553 -0.22 0.79 0.06
H 0.01147 2.55448 -0.34876 1.67 0.42 -0.95
H -1.71451 0.85479 1.43419 -0.23 -1.00 -0.06
H -0.18340 1.52082 1.98472 -0.32 -0.57 -0.87
H -0.64878 -1.88011 2.67271 0.38 0.45 -0.62
H -2.62921 -3.05323 3.70503 0.82 -0.23 1.81
H -4.48294 -3.70723 2.56845 0.28 0.63 -1.05
H -4.70407 -3.14680 0.06187 0.52 0.08 0.13
H -2.93401 -2.11027 -1.23672 0.86 0.19 1.74
H 2.01408 1.11258 1.74657 0.43 0.09 0.44
H 1.91619 2.42565 0.61638 -0.56 -0.21 0.02
H 4.15100 2.29699 0.75409 -0.21 0.28 0.22
H 4.36727 0.57329 0.60538 -1.40 0.66 0.12
H 4.84366 1.55198 -1.49213 -0.10 0.08 0.08
H 3.30640 2.38485 -1.58382 -0.24 -0.54 -0.21
H 3.20032 0.30039 -2.80192 -0.12 -0.72 0.01
H 3.87183 -0.75756 -1.48690 -0.25 1.30 -0.40
```
Positions in Å, forces in eV/Å.



| no. | molar mass (g mol⁻¹) | DFT total energy (eV) |
| --- | --- | --- |
| 1 | 435.8 | -35721.7764 |
| 2 | 305.3 | -28305.3487 |
| 3 | 443.3 | -43957.5155 |
| 4 | 1023.3 | -311428.2523 |
| 5 | 300.4 | -33814.7384 |